Entry from the OMol25 dataset: C2H6N6 as an isolated structure in a non-equilibrium geometry (wB97M-V/def2-TZVPD).

Output
relative energy (zero: lowest compared OMol25 entry of this formula, charge and spin)	529.0	kJ/mol

Geometry as XYZ:
```
14
C2H6N6 wB97M-V/def2-TZVPD
C 0.19799 -0.20116 0.33129
C -0.51488 1.13850 0.60285
H -0.97807 -0.45870 2.97280
H 0.61542 -1.71164 2.99454
H -0.97826 1.22520 1.69621
H 0.23161 1.62426 -2.11452
H -0.45523 -1.84233 -1.54677
H 1.33845 -1.42652 -2.10576
N 0.27241 -0.76288 2.54342
N 0.15992 -1.16094 1.15474
N -0.69660 1.76213 -0.46911
N -0.39714 0.93022 -1.51909
N 0.57866 -0.05063 -1.01942
N 0.38667 -1.15137 -1.76215
```